69
Properties=species:S:1:pos:R:3:lowdin_spin:R:1 method="wB97M-V/def2-TZVPD" relative_energy_kcal_mol=0.0 lumo_energy_ev="-10.97 / -12.44" spin_multiplicity=4 homo_lumo_gap_ha="0.227 / 0.172" total_charge=+3
C 3.488 1.784 -4.844 0.00
C 2.332 1.741 -3.939 0.01
H 3.296 2.488 -5.665 0.00
H 3.665 0.778 -5.253 0.00
H 4.382 2.099 -4.283 0.00
O 1.296 2.329 -3.829 0.01
Cl 2.706 0.305 -2.604 0.04
Re 0.947 0.037 -0.915 2.23
P -0.084 -1.344 -2.381 0.08
C -1.884 -1.157 -2.621 0.01
C 0.473 -1.397 -4.116 0.01
H -0.270 -1.960 -4.693 0.00
H -0.401 -3.712 -2.698 0.01
H 1.440 -1.903 -4.181 0.00
H 1.073 -3.382 -1.734 0.00
H -2.100 -0.145 -2.986 0.00
H 0.554 -0.387 -4.538 0.00
C 0.023 -3.109 -1.887 0.04
H -2.201 -1.894 -3.370 0.00
H -0.549 -3.292 -0.966 0.00
H -2.418 -1.341 -1.683 0.00
P 1.962 1.839 0.208 0.08
C 1.009 3.189 1.012 0.01
C 2.997 1.294 1.614 0.04
H 3.904 2.319 -1.213 0.00
H 3.534 3.652 -0.077 0.00
H 2.544 3.421 -1.549 0.00
C 3.100 2.907 -0.755 0.01
H 3.735 0.567 1.260 0.00
H 3.504 2.173 2.034 0.01
H 1.691 3.837 1.579 0.00
H 0.248 2.777 1.683 0.00
H 2.375 0.819 2.384 0.00
H 0.500 3.782 0.243 0.00
Cl 2.561 -1.588 -0.334 0.20
C -3.996 -3.613 1.333 0.00
C -4.266 -2.337 0.828 0.00
C -3.224 -1.433 0.615 0.00
C -1.891 -1.766 0.924 0.01
C -1.646 -3.035 1.476 0.00
C -2.683 -3.944 1.678 0.00
P -0.494 -0.558 0.720 0.06
C -1.503 0.997 0.654 0.04
C -1.316 1.720 -0.522 0.00
C -1.983 2.943 -0.693 0.00
C -2.778 3.449 0.345 0.00
C -2.967 2.709 1.515 0.01
C -2.388 1.447 1.651 0.01
C 0.278 -0.799 2.384 0.04
C -0.104 -0.042 3.496 0.01
C 0.443 -0.329 4.751 0.00
C 1.409 -1.330 4.895 0.01
C 1.818 -2.064 3.779 0.00
C 1.223 -1.824 2.544 0.01
H -4.801 -4.338 1.465 0.00
H -5.291 -2.044 0.596 0.00
H -3.472 -0.448 0.210 0.00
H -0.633 -3.306 1.780 0.00
H -2.463 -4.927 2.104 0.00
H -0.563 1.338 -1.307 0.01
H -1.860 3.494 -1.627 0.00
H -3.260 4.422 0.234 0.00
H -3.579 3.099 2.328 0.00
H -2.642 0.805 2.498 0.00
H -0.841 0.754 3.402 0.00
H 0.103 0.235 5.620 0.00
H 1.838 -1.539 5.875 0.00
H 2.587 -2.830 3.863 0.00
H 1.512 -2.431 1.685 0.00